No. 1
ORCA calculation (ωB97M-V with the def2-TZVPD basis set) on a 2-piece molecular cluster, C2H13N8P overall at a distorted geometry.

Values from the calculation:
**DFT total energy**: -862.74030 Eh
**Largest force on an atom**: 4.7 eV/Å
**Charge**: +2
**Multiplicity**: 3
**E_HOMO (spin up / spin down)**: -13.1 / -16.3 eV
**LUMO level (spin up / spin down)**: -6.27 / -10.95 eV
**Orbital gap (spin up / spin down)**: 6.8 / 5.4 eV

Last column: Löwdin charge in e.
Atoms and positions in Å:
P1 -1.20 1.58 -0.41  0.62
N1 -2.54 -1.85 1.04  0.24
N2 -2.61 -1.19 -1.18  0.24
N3 -1.75 1.79 -1.82  -0.20
N4 -1.81 0.24 0.43  -0.06
N5 3.00 0.43 1.12  0.21
N6 3.52 -1.39 -0.18  0.26
N7 -0.84 2.60 0.82  -0.11
N8 1.66 -0.12 -0.73  0.27
C1 -2.37 -0.97 0.08  -0.45
C2 2.64 -0.40 0.08  -0.48
H1 -1.76 2.64 -2.41  0.03
H2 0.08 2.66 1.12  0.01
H3 -2.65 -2.73 0.77  0.08
H4 -2.95 -2.04 -1.58  0.14
H5 -1.40 3.46 0.59  0.10
H6 1.54 -0.69 -1.63  0.14
H7 4.32 -1.55 0.33  0.11
H8 -1.88 0.39 1.41  0.09
H9 -2.07 -1.73 1.95  0.17
H10 4.03 0.40 1.35  0.17
H11 -2.67 -0.49 -1.87  0.09
H12 3.45 -1.84 -1.10  0.16
H13 2.24 0.74 1.76  0.14

No. 2
ORCA calculation (ωB97M-V with the def2-TZVPD basis set) on a 4-piece molecular cluster, C2H13NO3 overall.

Values from the calculation:
**DFT total energy**: -364.45500 Eh
**Largest force on an atom**: 0.7 eV/Å
**Charge**: 0
**E_HOMO**: -9.3 eV
**LUMO level**: 0.83 eV
**Orbital gap**: 10.1 eV

Last column: Löwdin charge in e.
Atoms and positions in Å:
O1 -0.46 1.91 -4.64  -0.06
O2 -0.47 -3.14 0.47  -0.06
O3 -1.48 0.22 -1.93  -0.08
N1 -0.52 0.60 1.31  -0.02
C1 0.86 0.13 1.35  -0.34
C2 1.55 0.12 2.73  -0.10
H1 -0.35 -3.85 -0.16  0.03
H2 -1.11 1.04 -2.30  0.02
H3 -1.23 2.38 -4.98  0.04
H4 -1.10 0.08 1.95  0.07
H5 -0.59 0.98 -4.86  0.04
H6 0.82 0.03 3.54  0.06
H7 -0.70 1.59 1.41  0.07
H8 1.45 0.76 0.69  0.10
H9 -0.97 0.13 -1.11  -0.01
H10 0.83 -0.86 0.92  0.08
H11 2.18 -0.77 2.77  0.07
H12 2.11 1.03 2.86  0.06
H13 -0.82 -2.38 -0.02  0.03

No. 3
ORCA calculation (ωB97M-V with the def2-TZVPD basis set) on a 4-piece molecular cluster, C2H13NO3S overall at a distorted geometry.

Values from the calculation:
**DFT total energy**: -762.65037 Eh
**Largest force on an atom**: 1.2 eV/Å
**Charge**: 0
**E_HOMO**: -9.5 eV
**LUMO level**: 0.62 eV
**Orbital gap**: 10.1 eV

Last column: Löwdin charge in e.
Atoms and positions in Å:
S1 -2.20 -0.77 0.08  0.70
O1 2.38 -2.37 2.36  -0.10
O2 -1.58 2.68 -0.89  -0.06
O3 1.16 2.59 -1.41  -0.08
N1 1.89 -0.49 0.24  -0.01
C1 0.57 -0.15 -0.29  -0.36
C2 -0.43 -1.26 -0.07  -0.53
H1 0.21 2.78 -1.26  -0.01
H2 -1.87 2.25 -1.71  0.06
H3 1.57 3.36 -1.81  0.03
H4 -0.19 -1.79 0.86  0.07
H5 -1.64 1.97 -0.24  0.00
H6 3.25 -2.65 2.04  0.02
H7 2.43 0.36 0.34  0.09
H8 -0.41 -2.05 -0.83  0.06
H9 0.28 0.72 0.30  0.09
H10 -2.45 -1.36 1.25  -0.15
H11 2.14 -1.56 1.87  -0.02
H12 2.40 -1.17 -0.32  0.09
H13 0.61 0.19 -1.31  0.09

No. 4
ORCA calculation (ωB97M-V with the def2-TZVPD basis set) on a 4-piece molecular cluster, C2H13NO3S overall at a distorted geometry.

Values from the calculation:
**DFT total energy**: -762.63647 Eh
**Largest force on an atom**: 1.5 eV/Å
**Charge**: 0
**E_HOMO**: -9.2 eV
**LUMO level**: 0.64 eV
**Orbital gap**: 9.8 eV

Last column: Löwdin charge in e.
Atoms and positions in Å:
S1 -0.45 1.24 -1.15  0.74
O1 0.06 -0.95 -3.60  -0.08
O2 -1.89 -2.93 -1.44  -0.06
O3 2.26 3.29 5.78  -0.07
N1 1.13 -0.63 1.17  -0.01
C1 -0.97 0.03 0.07  -0.55
C2 0.09 -1.07 0.24  -0.39
H1 -0.48 -1.94 0.62  0.11
H2 -1.10 0.43 1.05  0.07
H3 0.77 -1.13 -4.23  0.04
H4 1.79 -1.35 1.43  0.06
H5 -1.14 -2.51 -1.87  0.00
H6 -0.47 2.33 -0.40  -0.15
H7 1.63 0.09 0.65  0.06
H8 0.53 -0.53 -2.86  -0.02
H9 -1.86 -0.46 -0.28  0.05
H10 1.50 3.85 5.97  0.03
H11 -2.56 -3.07 -2.12  0.05
H12 1.88 2.40 5.84  0.03
H13 0.48 -1.44 -0.72  0.08

No. 5
ORCA calculation (ωB97M-V with the def2-TZVPD basis set) on a 5-piece molecular cluster, C2H13NO5 overall at a distorted geometry.

Values from the calculation:
**DFT total energy**: -514.97429 Eh
**Largest force on an atom**: 2.6 eV/Å
**Charge**: 0
**E_HOMO**: -10.1 eV
**LUMO level**: 0.51 eV
**Orbital gap**: 10.6 eV

Last column: Löwdin charge in e.
Atoms and positions in Å:
O1 1.31 2.58 0.47  -0.11
O2 -0.36 -1.96 1.21  0.04
O3 -0.62 2.30 -1.65  -0.05
O4 -0.89 -0.38 -2.36  -0.04
O5 1.03 -3.02 -0.62  -0.07
N1 1.21 -0.42 0.87  0.20
C1 0.06 -0.85 1.37  -0.60
C2 -0.85 0.18 1.95  0.01
H1 -1.63 -0.45 -2.93  0.03
H2 -1.11 1.46 -1.88  0.03
H3 -0.43 -1.23 -2.38  0.06
H4 0.43 -2.65 0.07  -0.04
H5 1.51 0.51 1.17  0.09
H6 -0.46 0.99 2.48  0.05
H7 -1.54 0.49 1.13  0.11
H8 2.07 2.64 -0.12  0.04
H9 1.79 -1.12 0.46  0.10
H10 0.74 -3.89 -0.68  -0.01
H11 -1.24 2.81 -1.17  0.02
H12 0.55 2.20 -0.09  0.04
H13 -1.57 -0.18 2.67  0.08

No. 6
ORCA calculation (ωB97M-V with the def2-TZVPD basis set) on a 5-piece molecular cluster, C2H13NO5 overall at a distorted geometry.

Values from the calculation:
**DFT total energy**: -514.65872 Eh
**Largest force on an atom**: 1.4 eV/Å
**Charge**: +1
**Multiplicity**: 2
**E_HOMO (spin up / spin down)**: -15.1 / -15.1 eV
**LUMO level (spin up / spin down)**: -3.59 / -8.64 eV
**Orbital gap (spin up / spin down)**: 11.5 / 6.5 eV

Last column: Löwdin charge in e.
Atoms and positions in Å:
O1 -0.31 -1.49 1.89  -0.04
O2 0.16 -3.24 -0.22  -0.01
O3 -0.74 1.45 2.09  -0.03
O4 -0.27 -1.25 -1.82  0.27
O5 1.11 2.50 0.43  -0.05
N1 1.29 0.05 -0.91  0.29
C1 0.12 -0.10 -1.48  -0.40
C2 -0.81 1.04 -1.84  0.09
H1 1.41 3.35 0.72  0.06
H2 0.70 -3.98 -0.47  0.06
H3 -0.10 -1.67 2.80  0.05
H4 0.47 2.17 1.08  0.00
H5 -1.15 1.38 -0.86  0.11
H6 1.93 -0.72 -0.80  0.16
H7 -1.67 0.62 -2.37  0.11
H8 -0.68 -2.29 1.55  0.02
H9 -0.80 0.48 2.12  0.03
H10 -0.33 1.78 -2.48  0.12
H11 -0.11 -2.79 -1.04  0.01
H12 1.41 0.95 -0.43  0.10
H13 -1.64 1.77 2.03  0.07

No. 7
ORCA calculation (ωB97M-V with the def2-TZVPD basis set) on C2H14F6N3O11S3 as an isolated structure at a distorted geometry.

Values from the calculation:
**DFT total energy**: -2870.35486 Eh
**Largest force on an atom**: 3.3 eV/Å
**Charge**: -1
**E_HOMO**: -4.4 eV
**LUMO level**: 2.13 eV
**Orbital gap**: 6.6 eV

Last column: Löwdin charge in e.
Atoms and positions in Å:
S1 0.27 -2.52 1.76  0.59
S2 1.18 1.34 -3.47  0.26
S3 -1.54 -0.95 2.94  0.63
F1 1.95 -3.65 0.11  0.14
F2 1.48 -1.58 -0.46  0.13
F3 -3.27 0.82 2.04  0.12
F4 -4.17 -0.96 2.77  0.13
F5 -3.19 -1.04 0.83  0.16
F6 0.06 -3.17 -0.77  0.13
O1 1.36 1.06 -1.98  -0.46
O2 -0.64 -3.64 1.77  -0.29
O3 -0.19 1.83 -3.67  -0.41
O4 -1.87 -2.14 3.65  -0.26
O5 -0.72 3.27 -0.37  -0.03
O6 -1.74 -1.27 -2.41  -0.04
O7 1.29 0.94 1.82  -0.08
O8 1.38 -2.59 2.67  -0.28
O9 2.24 2.32 -3.84  -0.43
O10 1.45 0.09 -4.20  -0.41
O11 -1.10 0.19 3.67  -0.27
N1 3.16 1.50 -0.34  0.24
N2 -0.54 -1.16 1.62  -0.36
N3 -0.79 0.52 -0.63  0.24
C1 0.99 -2.72 0.06  -0.65
C2 -3.15 -0.52 2.03  -0.66
H1 4.11 1.36 -0.66  0.13
H2 -1.98 -0.79 -3.21  0.07
H3 -2.32 -2.03 -2.36  0.06
H4 2.38 1.44 -1.09  0.02
H5 1.73 0.85 2.67  0.05
H6 0.13 0.54 -1.15  0.04
H7 0.70 0.16 1.78  -0.02
H8 -0.62 -0.04 0.23  0.04
H9 2.92 0.84 0.40  0.09
H10 3.11 2.43 0.07  0.12
H11 -1.50 3.83 -0.32  0.05
H12 -1.51 0.05 -1.19  0.08
H13 0.02 3.88 -0.40  0.06
H14 -1.08 1.47 -0.38  0.08

No. 8
ORCA calculation (ωB97M-V with the def2-TZVPD basis set) on a 4-piece molecular cluster, C2H14N2O3 overall at a distorted geometry.

Values from the calculation:
**DFT total energy**: -419.80883 Eh
**Largest force on an atom**: 1.7 eV/Å
**Charge**: 0
**E_HOMO**: -9.1 eV
**LUMO level**: 0.82 eV
**Orbital gap**: 9.9 eV

Last column: Löwdin charge in e.
Atoms and positions in Å:
O1 2.95 -1.65 0.03  -0.07
O2 -0.31 -3.31 -0.25  -0.06
O3 1.95 1.23 -0.92  -0.07
N1 0.23 0.18 1.45  0.02
N2 -0.96 1.34 -0.16  -0.15
C1 -2.17 1.57 -0.97  -0.11
C2 -1.03 0.24 0.80  -0.35
H1 -1.85 2.16 -1.83  0.07
H2 0.97 -0.18 0.87  0.03
H3 -2.50 0.61 -1.37  0.08
H4 2.55 1.98 -0.89  0.04
H5 3.32 -0.98 0.62  0.03
H6 1.03 1.54 -0.83  0.00
H7 2.45 -1.18 -0.64  0.01
H8 -0.67 2.16 0.33  0.10
H9 0.03 -2.95 0.57  0.02
H10 0.18 -0.43 2.26  0.07
H11 -1.35 -0.64 0.23  0.10
H12 -2.94 2.12 -0.46  0.07
H13 0.02 -4.22 -0.31  0.04
H14 -1.88 0.41 1.48  0.12

No. 9
ORCA calculation (ωB97M-V with the def2-TZVPD basis set) on a 4-piece molecular cluster, C2H14N2O3 overall at a distorted geometry.

Values from the calculation:
**DFT total energy**: -419.78156 Eh
**Largest force on an atom**: 2.4 eV/Å
**Charge**: 0
**E_HOMO**: -8.2 eV
**LUMO level**: -0.05 eV
**Orbital gap**: 8.1 eV

Last column: Löwdin charge in e.
Atoms and positions in Å:
O1 1.02 -2.73 0.48  -0.03
O2 1.80 0.32 0.62  -0.04
O3 0.94 -1.87 -2.34  -0.06
N1 -0.35 1.32 -1.61  0.02
N2 -1.48 0.59 0.45  -0.12
C1 -0.81 1.32 1.55  -0.15
C2 -1.56 1.26 -0.83  -0.34
H1 0.65 -2.18 -1.48  -0.01
H2 -0.12 0.40 -1.97  0.04
H3 0.43 1.65 -1.07  0.04
H4 -1.65 1.68 2.15  0.07
H5 -0.17 2.17 1.31  0.07
H6 -0.22 0.63 2.14  0.05
H7 2.02 0.66 1.46  0.02
H8 -1.14 -0.36 0.47  0.07
H9 1.61 -0.54 1.04  0.02
H10 1.90 -1.84 -2.35  0.04
H11 0.95 -3.44 1.12  0.07
H12 -2.35 0.75 -1.38  0.11
H13 0.53 -2.02 0.87  0.01
H14 -1.97 2.25 -0.63  0.11

No. 10
ORCA calculation (ωB97M-V with the def2-TZVPD basis set) on a 4-piece molecular cluster, C2H14N2O3 overall at a distorted geometry.

Values from the calculation:
**DFT total energy**: -419.78790 Eh
**Largest force on an atom**: 1.6 eV/Å
**Charge**: 0
**E_HOMO**: -9.5 eV
**LUMO level**: 0.58 eV
**Orbital gap**: 10.1 eV

Last column: Löwdin charge in e.
Atoms and positions in Å:
O1 3.48 -1.13 -1.41  -0.04
O2 -0.55 2.27 0.28  -0.08
O3 3.94 2.39 -1.97  -0.07
N1 -1.42 -2.44 -0.41  0.01
N2 -2.00 -0.25 0.51  -0.13
C1 -2.14 0.48 1.79  -0.15
C2 -1.46 -1.58 0.78  -0.35
H1 3.07 -0.28 -1.61  0.02
H2 -2.90 -0.43 0.08  0.11
H3 -2.70 1.39 1.67  0.08
H4 -2.00 -2.02 1.62  0.11
H5 -0.44 -1.50 1.18  0.12
H6 4.08 3.09 -2.63  0.05
H7 -0.94 -3.30 -0.16  0.06
H8 -0.69 -1.97 -0.94  0.06
H9 3.07 -1.76 -1.97  0.00
H10 -2.54 0.00 2.69  0.08
H11 -1.09 0.60 2.07  0.08
H12 -0.93 1.38 0.16  -0.01
H13 -0.20 2.42 -0.59  0.02
H14 4.35 2.64 -1.13  0.04

No. 11
ORCA calculation (ωB97M-V with the def2-TZVPD basis set) on a 4-piece molecular cluster, C2H14N2O3 overall at a distorted geometry.

Values from the calculation:
**DFT total energy**: -419.39745 Eh
**Largest force on an atom**: 4.9 eV/Å
**Charge**: +1
**Multiplicity**: 2
**E_HOMO (spin up / spin down)**: -14.5 / -14.5 eV
**LUMO level (spin up / spin down)**: -4.03 / -10.16 eV
**Orbital gap (spin up / spin down)**: 10.5 / 4.3 eV

Last column: Löwdin charge in e.
Atoms and positions in Å:
O1 2.71 -0.42 -2.16  0.02
O2 2.40 1.98 -0.02  0.01
O3 -3.42 -0.16 2.63  -0.05
N1 -0.21 0.24 -1.83  0.32
N2 -0.72 -0.70 1.80  0.01
C1 -0.63 -0.72 -0.74  -0.10
C2 0.06 -0.24 0.59  -0.22
H1 2.78 0.06 -2.95  0.04
H2 -0.36 1.14 -1.46  0.13
H3 -0.24 -1.69 -0.92  0.13
H4 -1.39 0.13 1.77  0.08
H5 2.71 1.26 -0.50  -0.03
H6 0.16 0.83 0.75  0.10
H7 -2.49 -0.30 2.88  0.01
H8 -0.28 -0.46 2.66  0.07
H9 -3.47 -0.30 1.70  0.01
H10 2.05 1.54 0.70  -0.02
H11 -1.73 -0.88 -0.73  0.18
H12 -0.72 0.00 -2.66  0.15
H13 1.75 -0.50 -2.03  0.00
H14 1.05 -0.79 0.52  0.14

No. 12
ORCA calculation (ωB97M-V with the def2-TZVPD basis set) on a 5-piece molecular cluster, C2H14N2O4 overall at a distorted geometry.

Values from the calculation:
**DFT total energy**: -494.73535 Eh
**Largest force on an atom**: 6.2 eV/Å
**Charge**: 0
**E_HOMO**: -9.1 eV
**LUMO level**: -5.63 eV
**Orbital gap**: 3.5 eV

Last column: Löwdin charge in e.
Atoms and positions in Å:
O1 -1.82 -1.21 1.00  -0.07
O2 -0.11 2.06 1.24  -0.07
O3 -2.54 1.14 0.27  -0.20
O4 0.78 -0.93 2.05  -0.10
N1 1.89 0.21 -0.01  0.14
N2 0.14 -1.28 -1.36  0.00
C1 1.64 -0.73 -1.13  -0.23
C2 -0.47 0.06 -1.60  -0.15
H1 -0.39 0.19 -2.70  0.10
H2 -1.08 1.91 0.94  0.02
H3 -1.25 -0.80 1.66  0.01
H4 0.41 1.54 0.65  -0.07
H5 2.23 -1.67 -0.93  0.15
H6 1.19 -0.48 1.18  -0.01
H7 2.96 0.42 0.05  0.14
H8 -3.21 1.78 0.46  -0.02
H9 1.98 -0.28 -2.07  0.12
H10 -0.15 -1.58 -0.40  0.08
H11 -1.54 -0.03 -1.34  0.07
H12 -2.14 -0.38 0.56  -0.04
H13 1.62 -0.92 2.56  0.05
H14 -0.13 0.98 -1.08  0.07

Q: Number 5 is which compound?
A: C2H13NO5